Formula: C5H6LaO4
Source: the Open Molecules 2025 dataset
Level of theory: the ωB97M-V functional and the def2-TZVPD basis

Summary:
LUMO energy (spin up / spin down) = -0.96 / -0.93 eV
Net charge = 0
Energy = -14328.0811 eV
Spin multiplicity = 2
Maximum force = 4.3 eV/Å
Orbital gap (spin up / spin down) = 0.1974 / 0.2508 Eh

Geometry (Å):
O -0.66057 0.66684 0.34608
O -2.21516 -0.75316 -0.34142
C -3.29294 -1.38285 0.20722
C -4.54022 -1.07390 -0.13950
C -1.11092 -0.52094 0.46852
H -3.05506 -2.09604 1.00310
H -1.30418 -0.78384 1.52804
H -5.35794 -1.69713 0.21658
H -4.76274 -0.19769 -0.74910
La 1.93870 1.52969 -0.00655
O 1.71023 -0.81804 -1.18530
O 2.17417 -0.78075 0.95041
C 1.53489 -1.35572 -0.02228
C 0.35372 -2.14025 0.26041
H 0.34897 -2.65054 1.22775
H -0.03706 -2.77253 -0.54200

---

Formula: C5H6LiO4Yb
Source: the Open Molecules 2025 dataset
Level of theory: the ωB97M-V functional and the def2-TZVPD basis

Summary:
LUMO energy (spin up / spin down) = -0.52 / -1.41 eV
Net charge = 0
Energy = -45204.9050 eV
Spin multiplicity = 2
Maximum force = 4.0 eV/Å
Energy above the lowest of the compared OMol25 structures with the same formula, charge and spin = 0.692 eV
Orbital gap (spin up / spin down) = 0.2259 / 0.1947 Eh

Geometry (Å):
C 0.49715 1.02348 -0.76204
C -1.04469 0.98585 -0.80309
C -1.52361 -0.35372 -0.33260
C -1.90699 -0.53348 0.96565
O -1.79672 -1.63847 1.64451
O 1.05190 0.48227 0.40865
Yb 1.75183 1.70050 2.38506
Li 0.14691 -1.31598 1.18358
H 0.84240 2.06549 -0.90528
H 0.86194 0.44202 -1.63051
H -1.36524 1.23658 -1.82880
H -1.43998 1.77560 -0.14219
H -1.22431 -1.23585 -0.91707
H -2.18403 0.37871 1.53883
O 2.23034 -1.71292 0.86556
O 2.62520 -1.81398 -1.39054
C 2.47788 -1.48609 -0.27970

---

Formula: C5H6MgO4
Source: the Open Molecules 2025 dataset
Level of theory: the ωB97M-V functional and the def2-TZVPD basis

Summary:
LUMO energy (spin up / spin down) = -4.83 / -6.49 eV
Net charge = +1
Energy = -18908.1491 eV
Spin multiplicity = 2
Maximum force = 1.2 eV/Å
Orbital gap (spin up / spin down) = 0.3077 / 0.2465 Eh

Geometry (Å):
C 0.96302 -0.01312 -3.55165
H 0.81251 1.07418 -3.53401
H 0.47228 -0.52140 -4.39372
C 1.68136 -0.66442 -2.61846
H 1.72210 -1.75485 -2.76544
H 0.02795 2.13369 0.76022
C 0.56343 1.17333 0.73647
C -0.13350 0.00254 1.11504
O -1.41053 0.12272 1.44164
C -1.83039 -0.39645 2.64674
O -1.11104 -0.93657 3.43022
O -3.11303 -0.15772 2.72373
O 1.77827 1.14321 0.42638
H 0.32146 -0.99220 1.13140
H -3.47774 -0.51866 3.54453
Mg 2.73385 0.30570 -1.09310

---

Formula: C5H6N
Source: the Open Molecules 2025 dataset
Level of theory: the ωB97M-V functional and the def2-TZVPD basis

Summary:
LUMO energy (spin up / spin down) = -5.42 / -5.43 eV
Net charge = +1
Energy = -6758.2846 eV
Maximum force = 5.3 eV/Å
Energy above the lowest of the compared OMol25 structures with the same formula, charge and spin = 6.893 eV
Orbital gap (spin up / spin down) = 0.2971 / 0.2970 Eh

Geometry (Å):
C -2.23787 -0.87819 -0.48520
C 1.27858 -0.54209 -0.91582
C 1.39222 -1.01011 0.26868
C 0.08258 -0.35045 -0.07635
C -0.06994 1.61012 0.85018
N -1.12488 -0.94716 -0.23905
H -3.17213 -1.16758 -0.83794
H 1.64662 -0.43706 -1.92364
H 2.19593 -1.36972 0.89433
H 0.63611 2.05920 0.08377
H 0.56865 1.36989 1.68515
H -1.19589 1.66316 0.69589

---

Formula: C5H6N
Source: the Open Molecules 2025 dataset
Level of theory: the ωB97M-V functional and the def2-TZVPD basis

Summary:
LUMO energy = -6.83 eV
Net charge = +1
Energy = -6759.5177 eV
Maximum force = 1.9 eV/Å
Energy above the lowest of the compared OMol25 structures with the same formula, charge and spin = 5.660 eV
Orbital gap = 0.2716 Eh

Geometry (Å):
C 1.43264 -1.14732 0.49700
C 1.48152 1.14731 -0.22592
C 2.12977 -0.02896 0.01825
C -0.88333 -0.57063 0.14217
C -2.26240 -0.47895 -0.05466
N 0.16177 -0.79189 0.53485
H 2.04792 2.01240 -0.48845
H 0.44815 1.47605 -0.04258
H 3.15932 -0.15569 -0.31132
H -2.58320 -0.99037 0.84984
H -2.71249 -1.12553 -0.83713
H -2.41969 0.65358 -0.08204

---

Formula: C5H6N
Source: the Open Molecules 2025 dataset
Level of theory: the ωB97M-V functional and the def2-TZVPD basis

Summary:
LUMO energy = -6.11 eV
Net charge = +1
Energy = -6759.8345 eV
Maximum force = 5.5 eV/Å
Energy above the lowest of the compared OMol25 structures with the same formula, charge and spin = 5.343 eV
Orbital gap = 0.2709 Eh

Geometry (Å):
C -1.05506 -1.15381 -0.98265
C -1.99330 1.28100 -0.50399
C 1.10930 -0.35668 0.35576
C -0.00674 -0.44155 -0.26122
C -1.29638 0.31896 -0.35099
N 1.63704 0.52702 1.20367
H -1.14371 -0.95413 -2.01868
H -1.54466 -2.02126 -0.59761
H -2.64333 2.20240 -0.48512
H 1.87513 -1.06180 0.05157
H 2.53865 0.33811 1.73236
H 0.86413 1.14744 1.46807

---

Formula: C5H6N
Source: the Open Molecules 2025 dataset
Level of theory: the ωB97M-V functional and the def2-TZVPD basis

Summary:
LUMO energy (spin up / spin down) = -5.12 / -5.83 eV
Net charge = +1
Energy = -6758.5403 eV
Maximum force = 3.6 eV/Å
Energy above the lowest of the compared OMol25 structures with the same formula, charge and spin = 6.637 eV
Orbital gap (spin up / spin down) = 0.3398 / 0.2964 Eh

Geometry (Å):
C -1.63643 0.54285 0.04876
C -1.22079 -0.66744 -0.23894
C 0.05147 -1.35543 0.01604
C 0.72491 -0.12858 0.61800
C -0.32023 1.00055 0.56534
N 0.87386 0.94189 -0.38450
H -2.63329 0.94061 -0.12539
H -0.21091 -2.25193 0.66662
H 0.73550 -1.50300 -0.88803
H 1.54283 -0.15887 1.47669
H 1.45774 1.78560 -0.36604
H 0.63533 0.85376 -1.38857

---

Formula: C5H6N
Source: the Open Molecules 2025 dataset
Level of theory: the ωB97M-V functional and the def2-TZVPD basis

Summary:
LUMO energy (spin up / spin down) = -5.96 / -6.12 eV
Net charge = +1
Energy = -6756.1607 eV
Maximum force = 4.0 eV/Å
Energy above the lowest of the compared OMol25 structures with the same formula, charge and spin = 9.017 eV
Orbital gap (spin up / spin down) = 0.2757 / 0.2787 Eh

Geometry (Å):
C -0.27050 -1.52888 -0.95827
C -0.55525 -2.50915 -1.74002
C -1.21497 -0.67197 -0.24580
C 0.74796 -0.40490 -0.72679
C -0.21364 0.57325 -0.16599
N -0.15212 0.90366 1.30612
H 1.52572 -0.77738 -0.01963
H 1.26553 -0.16780 -1.70278
H -0.53690 1.47277 -0.64041
H -0.76827 1.72663 1.57151
H 0.77215 1.31988 1.63793
H -0.59970 0.06388 1.68412

---

Formula: C5H6N
Source: the Open Molecules 2025 dataset
Level of theory: the ωB97M-V functional and the def2-TZVPD basis

Summary:
LUMO energy = -5.76 eV
Net charge = +1
Energy = -6757.8062 eV
SMILES = C[C@]12[C@@H]3[C@@]14[NH2+][C@@]324
Maximum force = 3.2 eV/Å
Energy above the lowest of the compared OMol25 structures with the same formula, charge and spin = 7.371 eV
Orbital gap = 0.3420 Eh

Geometry (Å):
C 0.51668 -0.18176 1.79719
C 0.05414 -0.06118 0.33875
C -0.80981 1.05468 -0.44380
C -0.90779 -0.39607 -0.66726
N -0.03098 -0.55980 -1.84038
C 0.46197 0.51984 -0.95976
H -0.23141 0.28208 2.40409
H 1.58641 0.31849 2.05276
H 0.40753 -1.28365 2.01713
H -1.16008 2.02152 -0.01585
H 0.63090 -1.35066 -1.89127
H -0.51756 -0.36349 -2.79160

---

Formula: C5H6N
Source: the Open Molecules 2025 dataset
Level of theory: the ωB97M-V functional and the def2-TZVPD basis

Summary:
LUMO energy = -4.23 eV
Net charge = +1
Energy = -6759.0569 eV
SMILES = CC#C[NH+]1C=C1
Maximum force = 6.4 eV/Å
Energy above the lowest of the compared OMol25 structures with the same formula, charge and spin = 6.121 eV
Orbital gap = 0.3716 Eh

Geometry (Å):
C -1.77322 0.89949 -1.65681
C -0.79980 0.14532 -0.85874
C -0.15704 -0.45139 0.05089
N 0.76531 -1.05025 0.89745
C 1.25872 -0.15926 1.95644
C 2.09549 -0.36890 1.01752
H -1.93321 1.71869 -1.12001
H -1.19113 0.97391 -2.63456
H -2.57410 0.27125 -1.79670
H 0.58063 -2.09036 0.87871
H 0.80455 0.32566 2.82391
H 2.92379 -0.21417 0.44191

---

Formula: C5H6N
Source: the Open Molecules 2025 dataset
Level of theory: the ωB97M-V functional and the def2-TZVPD basis

Summary:
LUMO energy = -4.71 eV
Net charge = +1
Energy = -6760.2565 eV
SMILES = C=C=C=C1C[NH2+]1
Maximum force = 6.8 eV/Å
Energy above the lowest of the compared OMol25 structures with the same formula, charge and spin = 4.921 eV
Orbital gap = 0.3335 Eh

Geometry (Å):
C -3.16905 -0.14325 -0.17974
C -1.93331 0.14122 -0.04366
C -0.71771 0.44783 -0.03405
C 0.66835 0.38883 -0.01841
C 2.03220 0.79952 0.17742
N 1.71233 -0.75306 -0.10411
H -3.88994 0.50115 0.21893
H -3.28688 -1.20756 -0.27409
H 2.51635 1.36978 -0.60979
H 2.51766 1.06147 1.09705
H 2.02868 -1.21960 -0.96026
H 1.52132 -1.38632 0.73071

---

Formula: C5H6N
Source: the Open Molecules 2025 dataset
Level of theory: the ωB97M-V functional and the def2-TZVPD basis

Summary:
LUMO energy = -6.54 eV
Net charge = +1
Energy = -6760.0517 eV
SMILES = C=CC1=[N+]=C1C
Maximum force = 5.4 eV/Å
Energy above the lowest of the compared OMol25 structures with the same formula, charge and spin = 5.126 eV
Orbital gap = 0.3440 Eh

Geometry (Å):
C -1.45497 0.91020 -1.27279
C -0.98176 1.44695 -0.14567
C 0.38864 1.00704 0.51671
N 1.72568 0.75316 1.28894
C 1.03177 -0.23455 0.73285
C 1.05244 -1.62313 0.50085
H -0.96634 -0.00324 -1.72970
H -2.53180 1.16289 -1.53916
H -1.38782 2.36117 0.37204
H 1.56146 -1.59701 -0.39367
H -0.01732 -1.97648 0.37627
H 1.58002 -2.20699 1.29334